## A
This record from the OMol25 dataset describes one molecule with the formula C26H26ClN5O6. The level of theory is ωB97M-V/def2-TZVPD.

```
64
Properties=species:S:1:pos:R:3:mulliken_charge:R:1
O 1.413 6.953 -1.445 -0.47
C 0.064 -0.556 2.273 0.73
N -1.205 0.405 0.491 -0.49
H 0.221 -3.942 2.175 0.49
C 0.663 -1.568 -1.422 1.23
C 2.508 6.731 -2.302 -0.82
C -3.766 -3.254 -2.499 -0.28
H 2.411 -1.211 4.634 0.45
H 3.913 -4.193 -1.641 0.33
H -3.391 -4.230 -2.176 0.32
N 1.223 -0.361 -1.633 -0.62
H 4.899 -2.971 -0.825 0.31
C -1.396 2.699 0.997 -0.42
C 1.007 -0.332 3.279 -0.53
O -2.692 2.842 -1.517 -0.66
Cl 2.246 -4.004 4.178 -0.21
C 1.159 4.550 -1.097 -0.73
H 2.536 -4.489 0.390 0.34
H -0.594 7.188 0.056 0.43
C -0.644 3.813 0.322 0.04
H -2.927 -0.054 -2.022 0.05
H 2.833 7.719 -2.625 0.24
C 0.449 3.533 -0.486 -0.10
H -5.246 -1.806 -1.887 0.29
N -1.674 1.595 0.053 0.17
C 1.396 -2.684 3.459 0.42
O -1.820 -3.269 -0.650 -0.59
H 1.236 0.675 3.594 0.43
H -2.352 3.073 1.379 0.72
N -0.862 -0.138 -1.985 0.54
H -4.533 -2.734 -0.556 0.28
C -0.705 -1.444 -1.657 1.12
O 2.358 -2.509 -0.157 -0.20
H 3.331 6.232 -1.781 0.32
H -1.020 2.068 3.075 0.44
H 1.995 4.291 -1.727 0.43
H -1.871 5.370 1.132 0.40
C -0.575 1.983 2.084 -1.15
C -1.017 5.137 0.514 -0.75
H -2.109 1.037 -3.163 0.37
H -0.956 -2.062 1.135 0.64
C -4.887 -2.787 -1.583 -1.08
C 3.166 -3.600 0.287 -0.09
H 0.751 2.510 -0.666 0.38
C 0.786 5.875 -0.900 0.84
H 0.445 2.370 2.125 0.51
H -5.711 -3.493 -1.632 0.40
O -2.678 -2.324 -2.505 -0.36
N 0.312 0.472 -1.957 -0.81
C -0.310 6.157 -0.084 -0.74
H 4.945 -4.657 -0.282 0.41
C 1.673 -1.388 3.867 -0.99
O 1.164 -3.881 -1.486 -0.59
C -0.586 0.549 1.604 -0.01
C 1.410 -2.787 -1.045 -0.09
H 2.220 6.141 -3.177 0.33
H -4.098 -3.305 -3.538 0.35
C -1.775 -2.449 -1.527 -0.20
H 3.540 -3.293 1.266 0.27
C -2.072 0.610 -2.157 -0.18
C 4.308 -3.872 -0.680 -1.34
C 0.444 -2.932 2.480 -0.99
C -2.178 1.799 -1.183 0.61
C -0.215 -1.872 1.894 -0.16
```

Output
HOMO = -8.303 eV
Kohn-Sham gap = 8.4065 eV
E_LUMO = 0.104 eV

## B
This record from the OMol25 dataset describes C26H26ClN5O6 as an isolated structure. The level of theory is ωB97M-V/def2-TZVPD.

```
64
Properties=species:S:1:pos:R:3:mulliken_charge:R:1
C -1.547 0.816 -3.027 0.56
H 1.898 -0.788 -3.640 0.44
C -3.756 0.749 -4.126 -0.88
O 2.428 1.492 -1.494 -0.61
Cl -6.071 -2.155 -5.763 -0.20
C 0.068 2.772 1.946 -1.00
H 0.525 3.738 0.291 0.85
H -1.938 2.882 -2.886 1.35
C -4.642 -1.380 -5.115 0.32
H 0.987 2.323 4.573 0.47
C 2.090 -0.731 -2.428 -1.54
H -1.294 -0.440 1.948 1.19
H -0.413 3.001 4.732 0.64
C 3.537 1.782 1.704 -1.72
H -1.277 -0.014 -0.460 -0.37
N -0.124 -2.805 -1.088 -0.67
C 0.530 -2.481 0.007 0.84
H 0.759 -2.323 5.660 0.33
H 4.094 -0.394 2.440 0.30
O 1.188 -2.874 2.052 -0.25
C -0.238 1.908 -0.189 0.99
C 2.703 -0.856 0.341 -0.22
C 1.912 0.557 -2.145 0.79
C 3.085 0.361 2.463 -0.25
C 1.626 -1.727 -0.253 1.21
C -0.854 0.750 0.398 -0.17
C -0.466 1.606 2.384 0.10
C -0.849 0.418 1.545 -0.39
H -4.014 1.532 -3.856 0.88
O -1.204 -2.864 1.866 -0.67
N 0.346 -2.181 -2.123 -0.81
C 0.077 2.948 0.502 -0.23
C -0.258 2.348 -1.713 -1.94
C -2.397 -1.425 -4.160 -0.60
O 2.261 -0.370 1.462 0.04
H -5.598 0.430 -5.155 0.62
H 4.280 1.958 2.296 0.73
C 0.002 -2.755 1.453 0.13
H 1.891 -1.725 4.416 0.18
C -0.028 2.120 4.756 -1.33
N 1.395 -1.713 -1.546 0.72
H 3.939 1.440 0.863 0.51
C -3.297 -2.002 -4.842 -0.43
H -3.302 -3.076 -5.003 0.35
N 0.485 1.256 -2.396 0.12
H 3.114 -0.767 -2.173 0.59
C 0.718 -3.347 3.440 -0.47
H 0.314 -1.356 4.075 0.14
H 1.446 -4.225 3.702 0.32
H 2.687 2.349 1.678 0.25
C -1.814 2.181 -2.421 -2.38
H -1.518 -1.884 -3.692 0.35
H -0.085 3.208 -1.913 1.58
H -2.431 2.119 -1.630 0.60
H -0.216 -3.725 3.578 0.48
O 3.701 -1.185 0.162 -0.32
H 0.538 3.430 2.774 0.18
H -0.254 1.486 5.842 0.21
C -4.739 0.111 -4.811 -1.10
N -0.348 0.098 -3.085 -0.38
H 2.581 0.394 3.512 0.15
O -0.457 1.011 3.624 -0.43
C 0.873 -2.104 4.468 -0.69
C -2.652 0.098 -3.818 0.54
```

Output
HOMO = -7.556 eV
Kohn-Sham gap = 7.5053 eV
E_LUMO = -0.051 eV

Which of them is the most stable? Correct choice: A.